1.
DFT (the ωB97M-V functional and the def2-TZVPD basis) results for a molecular structure, C12H28AgClN4O4 at a distorted geometry.

Geometry as XYZ:
```
50
Properties=species:S:1:pos:R:3
Ag 22.66 -15.30 2.72
Cl 20.24 -16.78 2.02
C 22.44 -11.45 2.89
C 22.40 -12.17 4.22
O 22.37 -13.42 4.18
N 22.29 -11.43 5.35
C 22.38 -11.94 6.77
H 21.93 -10.48 2.87
H 21.88 -12.10 2.20
H 23.44 -11.25 2.50
H 22.12 -10.43 5.34
H 22.27 -13.01 6.93
H 21.50 -11.46 7.21
H 23.30 -11.52 7.19
C 25.27 -18.84 2.35
C 23.79 -18.44 2.21
O 23.55 -17.42 1.62
N 22.80 -19.11 2.83
C 22.88 -20.10 3.81
H 25.51 -19.46 1.49
H 25.37 -19.38 3.29
H 25.97 -18.00 2.29
H 21.91 -18.65 2.68
H 21.87 -20.30 4.18
H 23.49 -19.65 4.58
H 23.30 -21.09 3.67
C 26.01 -12.11 1.22
C 25.63 -13.57 0.93
O 24.64 -14.03 1.50
N 26.48 -14.33 0.24
C 26.27 -15.72 0.04
H 27.07 -11.92 1.03
H 25.85 -11.76 2.24
H 25.37 -11.56 0.53
H 27.43 -14.02 0.07
H 27.28 -16.12 -0.05
H 25.87 -15.98 -0.94
H 25.84 -16.32 0.84
C 26.73 -15.61 4.62
C 25.42 -16.19 4.95
O 24.44 -15.95 4.22
N 25.35 -17.03 5.92
C 24.21 -17.77 6.50
H 27.40 -15.84 5.45
H 26.79 -14.52 4.64
H 27.06 -16.05 3.68
H 26.23 -17.40 6.23
H 24.06 -17.39 7.51
H 24.36 -18.85 6.59
H 23.30 -17.62 5.93
```

The energy relative to the best compared isomer or geometry (same formula, charge and spin) is 0.000 eV. The HOMO energy (alpha / beta) comes out at -0.45280 / -0.45175 hartree. The spin multiplicity is 2. The total energy is -43563.9757 eV. The net charge is +1.

=====

2.
DFT (the ωB97M-V functional and the def2-TZVPD basis) results for 2 unconnected molecules or ions with the total composition C12H28B2INO4.

Geometry as XYZ:
```
48
Properties=species:S:1:pos:R:3
C 2.42 1.59 3.04
O 1.22 1.29 2.35
B 0.17 2.15 2.27
O 0.37 3.49 1.98
C -1.35 1.63 2.30
O -2.15 2.69 2.76
B -2.15 2.52 4.23
O -2.19 0.99 4.38
C -1.80 0.46 3.23
I -0.30 -1.20 3.71
H 3.20 0.91 2.70
H 2.26 1.44 4.11
H 2.75 2.62 2.86
H 0.63 4.07 2.70
H -1.69 1.37 1.28
H -3.15 3.00 4.73
H -1.10 2.95 4.75
H -2.54 -0.17 2.74
C 0.07 -2.02 -4.60
C -0.90 -0.94 -4.14
C -0.38 0.09 -3.16
N 0.01 -0.36 -1.76
C 1.48 -0.72 -1.73
C 1.94 -1.32 -0.42
C 1.08 -2.52 -0.05
C -0.38 -2.09 0.03
C -0.86 -1.51 -1.28
C -0.19 0.82 -0.85
H 0.46 -2.63 -3.78
H -0.43 -2.71 -5.29
H 0.92 -1.59 -5.13
H -1.82 -1.39 -3.77
H -1.19 -0.35 -5.01
H -1.14 0.86 -3.02
H 0.51 0.58 -3.56
H 1.65 -1.40 -2.56
H 2.01 0.21 -1.95
H 2.99 -1.60 -0.53
H 1.90 -0.58 0.39
H 1.40 -2.94 0.90
H 1.19 -3.31 -0.81
H -0.50 -1.38 0.85
H -1.02 -2.94 0.28
H -1.87 -1.10 -1.19
H -0.86 -2.26 -2.06
H -1.24 1.08 -0.84
H 0.40 1.65 -1.23
H 0.13 0.57 0.15
```

The HOMO energy comes out at -0.25623 hartree. The total energy is -32032.6866 eV.

=====

3.
DFT (the ωB97M-V functional and the def2-TZVPD basis) results for a molecular structure, C12H28B2O7S3Sn at a distorted geometry.

Geometry as XYZ:
```
53
Properties=species:S:1:pos:R:3
Sn 0.41 -0.16 0.11
B 3.53 0.01 0.41
H 4.34 -0.72 -0.11
H 2.73 -0.69 1.02
H 4.08 0.77 1.17
H 2.98 0.69 -0.42
B 1.02 2.57 1.28
H 1.47 2.66 0.16
H -0.04 1.97 1.25
H 1.79 1.92 1.93
H 0.90 3.68 1.73
C -1.18 -1.40 -4.41
C -0.49 -0.98 -3.28
C 0.78 -0.13 -3.45
O 1.46 0.03 -2.41
C 1.06 0.40 -4.71
C 0.39 -0.07 -5.88
C -0.84 -0.96 -5.72
O -1.45 -1.37 -6.71
O 0.75 0.29 -7.00
O -0.82 -1.25 -2.10
H -2.10 -1.96 -4.28
H 1.97 0.98 -4.82
C -0.61 1.10 4.16
S -1.92 0.79 2.98
O -1.46 -0.37 2.18
C -3.08 0.07 4.16
H -0.97 1.79 4.94
H 0.24 1.50 3.61
H -0.32 0.20 4.71
H -3.44 0.83 4.85
H -2.53 -0.73 4.66
H -3.97 -0.33 3.69
C 2.48 -3.28 2.98
S 1.10 -2.28 3.59
O 1.18 -1.02 2.82
C -0.23 -3.29 2.92
H 3.28 -2.60 2.66
H 2.14 -3.85 2.11
H 2.92 -3.89 3.76
H -1.15 -2.71 2.95
H -0.42 -4.21 3.48
H 0.01 -3.54 1.88
C -2.74 1.33 -2.77
S -2.06 2.32 -1.43
O -1.70 1.39 -0.31
C -0.50 2.75 -2.19
H -2.36 1.67 -3.74
H -3.83 1.33 -2.77
H -2.36 0.31 -2.68
H 0.17 1.88 -2.11
H -0.04 3.55 -1.61
H -0.57 3.01 -3.24
```

The energy relative to the best compared isomer or geometry (same formula, charge and spin) is 0.000 eV. The HOMO energy comes out at -0.05328 hartree. The total energy is -66915.6665 eV. The net charge is -2.